[1]
{
  "formula": "C34H47As3MnN6S2",
  "method": "ωB97M-V/def2-TZVPD",
  "elements": ["Mn", "C", "N", "C", "C", "N", "C", "C", "C", "C", "C", "C", "N", "C", "N", "C", "C", "C", "C", "C", "C", "N", "H", "H", "H", "H", "H", "H", "H", "H", "H", "H", "H", "H", "H", "H", "H", "C", "As", "C", "C", "C", "C", "C", "As", "C", "C", "C", "As", "C", "C", "H", "H", "H", "H", "H", "H", "H", "H", "H", "H", "H", "H", "H", "H", "H", "H", "H", "H", "H", "H", "H", "H", "H", "H", "H", "H", "H", "S", "C", "N", "S", "C", "C", "C", "C", "C", "C", "H", "H", "H", "H", "H"],
  "xyz": [[0.76506, -0.94403, -0.13580], [0.94984, 2.28822, -1.00777], [0.53220, 1.60599, 0.20532], [0.99077, 2.30100, 1.41788], [0.53511, 1.65248, 2.68879], [-0.54528, 0.93497, 2.79699], [-0.55098, 0.47687, 4.10329], [-1.42944, -0.38856, 4.74411], [-1.16171, -0.73483, 6.05572], [-0.04590, -0.22290, 6.72639], [0.83709, 0.64249, 6.10706], [0.57149, 0.97502, 4.78638], [1.22506, 1.75514, 3.85904], [0.57601, 1.44012, -2.17524], [0.02072, 0.26176, -2.05486], [-0.14387, -0.21729, -3.34649], [-0.64993, -1.43069, -3.79572], [-0.66115, -1.65722, -5.15817], [-0.18007, -0.69904, -6.05742], [0.32784, 0.51161, -5.62537], [0.33423, 0.73582, -4.25596], [0.77483, 1.78722, -3.47342], [2.03801, 2.37959, -0.97791], [0.51137, 3.29083, -1.11207], [-0.48064, 1.53155, 0.24366], [0.62271, 3.33685, 1.44154], [2.08280, 2.31608, 1.37973], [-2.28402, -0.79403, 4.22006], [-1.82338, -1.41805, 6.57321], [0.13976, -0.52241, 7.74959], [1.70105, 1.02785, 6.63291], [2.12479, 2.18438, 3.97806], [-1.00318, -2.16737, -3.08739], [-1.03785, -2.59504, -5.54522], [-0.19738, -0.91831, -7.11669], [0.71282, 1.24542, -6.32155], [1.27863, 2.59100, -3.80435], [-0.28513, -4.58558, -1.96140], [-0.09205, -3.35678, -0.42525], [1.31485, -4.43456, 0.39512], [-1.48604, -3.93194, 0.86462], [-2.98972, -3.70991, 0.61131], [-3.73309, -4.59008, 1.63136], [-3.44870, -2.25954, 0.83803], [-2.32368, -0.75363, 0.19272], [-3.24673, -0.41789, -1.52018], [-3.36153, 0.60373, 1.16765], [-3.33070, -4.15331, -0.82236], [-5.22522, -4.60473, -1.22318], [-4.79074, -5.75477, -2.76122], [-5.72345, -3.04182, -2.31365], [-0.41379, -5.60506, -1.60011], [0.65606, -4.51735, -2.50971], [-1.09337, -4.33435, -2.64469], [1.12873, -5.49798, 0.24064], [1.34531, -4.22598, 1.46095], [2.28190, -4.16578, -0.02885], [-1.18496, -3.42375, 1.78907], [-1.31185, -5.00210, 1.01148], [-3.34071, -4.41990, 2.63634], [-3.61219, -5.64766, 1.38507], [-4.79908, -4.36158, 1.63530], [-3.55511, -2.08571, 1.91204], [-4.45030, -2.14637, 0.40939], [-4.32839, -0.48729, -1.40367], [-2.92352, -1.12119, -2.28568], [-2.99351, 0.58542, -1.86516], [-4.42915, 0.39244, 1.09335], [-3.17340, 1.59019, 0.74096], [-3.05899, 0.61725, 2.21175], [-2.77379, -5.06856, -1.03974], [-2.98978, -3.39012, -1.53103], [-4.33347, -6.68351, -2.42095], [-4.10372, -5.25138, -3.44341], [-5.70095, -6.00613, -3.30500], [-6.00611, -2.19809, -1.68514], [-6.58747, -3.31027, -2.92186], [-4.90888, -2.74119, -2.97382], [2.77232, -1.58313, -1.73929], [3.28827, -0.14567, -1.10219], [3.70012, 0.86959, -0.70683], [1.88583, -1.30322, 1.81510], [2.92189, -2.50618, 2.55434], [2.41692, -3.32562, 3.56729], [3.23639, -4.25971, 4.18036], [4.56683, -4.38536, 3.80375], [5.07063, -3.57294, 2.79687], [4.25726, -2.63938, 2.17329], [1.38056, -3.21743, 3.86558], [2.83442, -4.90393, 4.95350], [5.20913, -5.10887, 4.28933], [6.10250, -3.67673, 2.48385], [4.64463, -2.01240, 1.38022]],
  "mulliken_charge": [1.19, -1.43, 0.18, -0.97, -0.12, -0.04, 0.61, -0.12, -0.85, -0.38, -1.20, 0.14, 0.03, -0.22, 0.97, -0.61, 0.76, -1.20, -0.51, -1.20, 0.40, 0.00, 0.54, 0.55, -0.22, 0.45, 0.46, 0.36, 0.42, 0.40, 0.39, 0.25, 0.37, 0.45, 0.39, 0.42, 0.26, -1.52, 0.73, -1.25, -2.41, 2.86, -2.35, -1.94, 1.25, -1.29, -1.37, -1.04, 0.28, -1.19, -1.06, 0.52, 0.43, 0.30, 0.48, 0.25, 0.40, 0.49, 0.73, 0.52, 0.46, 0.54, 0.48, 0.44, 0.58, -0.02, 0.49, 0.48, 0.43, 0.20, 0.63, -0.17, 0.34, 0.31, 0.41, 0.26, 0.46, 0.24, -0.48, 0.59, -0.70, -0.21, 0.00, -0.42, -0.63, -0.51, -0.57, -0.34, 0.45, 0.39, 0.37, 0.40, 0.39],
  "homo_lumo_gap_ev": [7.21, 7.60],
  "energy_ha": -10307.1016,
  "e_above_lowest_kcal_mol": 1.0,
  "multiplicity": 6,
  "max_force_ev_per_a": 1.43,
  "lumo_energy_ev": [0.40, 0.40],
  "charge": 0
}

---

[2]
{
  "formula": "C5H8O",
  "method": "ωB97M-V/def2-TZVPD",
  "elements": ["C", "C", "C", "C", "C", "O", "H", "H", "H", "H", "H", "H", "H", "H"],
  "xyz": [[1.35763, 0.65709, -2.05183], [0.33032, 1.15895, -1.78387], [-0.80543, 0.90541, 1.42207], [-0.57920, -0.17472, 0.69083], [0.45044, -1.23940, 0.81986], [-1.50352, -0.38323, -0.32401], [2.14624, 0.02268, -2.33213], [-0.58910, 1.67424, -1.70752], [-0.44192, 1.13204, 2.38974], [-1.72518, 1.44331, 1.40188], [1.25489, -1.10002, 0.04510], [0.09372, -2.35508, 0.75230], [0.98578, -1.14127, 1.79930], [-0.97469, -0.60000, -1.12174]],
  "mulliken_charge": [-0.09, -0.81, -1.23, 0.81, -0.80, -0.53, 0.41, 0.50, 0.36, 0.35, 0.11, 0.24, 0.30, 0.36],
  "homo_lumo_gap_ev": [5.82, 9.27],
  "energy_ha": -270.2662,
  "e_above_lowest_kcal_mol": 48.2,
  "multiplicity": 3,
  "max_force_ev_per_a": 10.12,
  "lumo_energy_ev": [1.00, -1.66],
  "charge": 0
}